No. 1
{
  "formula": "C2H7N2OS",
  "method": "the ωB97M-V functional and the def2-TZVPD basis",
  "multiplicity": 1,
  "homo_lumo_gap_ev": [7.16, 7.17],
  "e_above_lowest_ev": 2.668,
  "total_charge": 1,
  "max_force_ha_per_bohr": 0.05713,
  "energy_ev": -18040.919,
  "elements": ["C", "C", "N", "N", "O", "S", "H", "H", "H", "H", "H", "H", "H"],
  "positions_angstrom": [[-2.000, -1.211, -0.105], [-2.567, -2.354, -0.153], [2.240, -0.298, -0.466], [0.524, 1.581, 0.047], [-1.406, -0.216, -0.028], [2.469, -1.634, 0.270], [-3.609, -2.419, -0.514], [-1.953, -3.288, 0.090], [2.337, -0.235, -1.534], [1.476, 0.921, -0.002], [-0.257, 1.061, 0.381], [0.293, 1.802, -0.972], [0.564, 2.483, 0.601]],
  "nbo_charge": [0.74, -0.74, -0.84, -0.94, -0.57, 0.61, 0.30, 0.30, 0.39, 0.45, 0.45, 0.43, 0.44]
}

---

No. 2
{
  "formula": "C2H7N2S",
  "method": "the ωB97M-V functional and the def2-TZVPD basis",
  "multiplicity": 1,
  "homo_lumo_gap_ev": 6.75,
  "e_above_lowest_ev": 0.242,
  "total_charge": -1,
  "max_force_ha_per_bohr": 0.02264,
  "energy_ev": -16003.748,
  "elements": ["C", "S", "H", "H", "H", "N", "C", "N", "H", "H", "H", "H"],
  "positions_angstrom": [[-1.692, 1.079, -0.166], [-0.761, 1.548, 1.368], [-1.136, 1.400, -1.051], [-2.618, 1.653, -0.171], [-1.860, 0.009, -0.177], [1.145, -0.781, 0.066], [1.078, -1.252, -1.177], [1.420, -2.468, -1.451], [1.715, -1.339, 0.666], [0.581, -0.018, 0.477], [0.690, -0.607, -1.965], [1.591, -2.593, -2.442]],
  "nbo_charge": [-0.74, -0.72, 0.17, 0.19, 0.18, -0.83, 0.29, -0.81, 0.38, 0.44, 0.14, 0.32]
}

---

Repeat the first record exactly.
{
  "formula": "C2H7N2OS",
  "method": "the ωB97M-V functional and the def2-TZVPD basis",
  "multiplicity": 1,
  "homo_lumo_gap_ev": [7.16, 7.17],
  "e_above_lowest_ev": 2.668,
  "total_charge": 1,
  "max_force_ha_per_bohr": 0.05713,
  "energy_ev": -18040.919,
  "elements": ["C", "C", "N", "N", "O", "S", "H", "H", "H", "H", "H", "H", "H"],
  "positions_angstrom": [[-2.000, -1.211, -0.105], [-2.567, -2.354, -0.153], [2.240, -0.298, -0.466], [0.524, 1.581, 0.047], [-1.406, -0.216, -0.028], [2.469, -1.634, 0.270], [-3.609, -2.419, -0.514], [-1.953, -3.288, 0.090], [2.337, -0.235, -1.534], [1.476, 0.921, -0.002], [-0.257, 1.061, 0.381], [0.293, 1.802, -0.972], [0.564, 2.483, 0.601]],
  "nbo_charge": [0.74, -0.74, -0.84, -0.94, -0.57, 0.61, 0.30, 0.30, 0.39, 0.45, 0.45, 0.43, 0.44]
}

---

What did the second record say?
{
  "formula": "C2H7N2S",
  "method": "the ωB97M-V functional and the def2-TZVPD basis",
  "multiplicity": 1,
  "homo_lumo_gap_ev": 6.75,
  "e_above_lowest_ev": 0.242,
  "total_charge": -1,
  "max_force_ha_per_bohr": 0.02264,
  "energy_ev": -16003.748,
  "elements": ["C", "S", "H", "H", "H", "N", "C", "N", "H", "H", "H", "H"],
  "positions_angstrom": [[-1.692, 1.079, -0.166], [-0.761, 1.548, 1.368], [-1.136, 1.400, -1.051], [-2.618, 1.653, -0.171], [-1.860, 0.009, -0.177], [1.145, -0.781, 0.066], [1.078, -1.252, -1.177], [1.420, -2.468, -1.451], [1.715, -1.339, 0.666], [0.581, -0.018, 0.477], [0.690, -0.607, -1.965], [1.591, -2.593, -2.442]],
  "nbo_charge": [-0.74, -0.72, 0.17, 0.19, 0.18, -0.83, 0.29, -0.81, 0.38, 0.44, 0.14, 0.32]
}